1.
A molecular structure, AlBH22O9 at a distorted geometry. Source: the Open Molecules 2025 dataset; level of theory: the ωB97M-V functional and the def2-TZVPD basis.

**Charge**: +3
**Gap between HOMO and LUMO (alpha / beta)**: 4.212 / 3.640 eV
**2S+1**: 2
**Energy**: -26014.4983 eV
**HOMO energy (alpha / beta)**: -0.760 / -0.772 Ha

Element x y z (Å)
1 Al -2.1364 -7.1170 1.0955
2 B -1.6548 -6.0880 -2.1655
3 H -2.5431 -6.1900 -2.7695
4 H -0.8684 -5.5093 -2.6249
5 H -1.9234 -5.5812 -1.2516
6 H -1.3300 -7.0818 -1.8989
7 O -1.5422 -3.9033 -4.3275
8 H -1.3546 -4.5539 -3.6509
9 H -2.4920 -3.7891 -4.2938
10 O -4.4270 -7.7277 -0.9788
11 H -4.7790 -7.0916 -1.6014
12 H -4.3624 -8.5418 -1.4781
13 O -4.9319 -5.7254 -3.1073
14 H -5.3024 -4.8906 -2.8208
15 H -3.9880 -5.5701 -3.1410
16 O -1.4541 -7.5811 -4.7240
17 H -1.4679 -7.3486 -3.7956
18 H -2.3623 -7.8030 -4.9293
19 O 1.6281 -5.9767 -2.2213
20 H 1.3117 -6.4021 -3.0183
21 H 0.8335 -5.6947 -1.7681
22 O -1.3032 -9.3680 -0.8030
23 H -1.0961 -10.1056 -0.2291
24 H -1.0867 -9.6796 -1.6818
25 O -4.3153 -5.1592 0.3454
26 H -5.2518 -5.2464 0.5232
27 H -4.2453 -4.3687 -0.1899
28 O 0.6262 -7.1448 0.0630
29 H 0.8807 -7.4774 -0.7978
30 H 1.3591 -7.3734 0.6348
31 O -1.0676 -4.1390 0.8320
32 H -1.3827 -3.5622 0.1361
33 H -0.1603 -3.8696 0.9747

---

2.
A molecular structure, AlBH8O2 at a distorted geometry. Source: the Open Molecules 2025 dataset; level of theory: the ωB97M-V functional and the def2-TZVPD basis.

**Charge**: +2
**Gap between HOMO and LUMO**: 6.760 eV
**Energy**: -11473.0425 eV
**HOMO energy**: -0.754 Ha

Element x y z (Å)
1 Al 0.1481 -3.7069 0.8745
2 B 0.3373 -4.6628 2.9588
3 H 0.9538 -5.4905 3.2734
4 H -0.0728 -4.1519 3.8161
5 H 1.0279 -4.0062 2.4525
6 H -0.4498 -4.9346 2.2726
7 O -1.5748 -4.6441 0.9585
8 H -1.7977 -5.4762 0.5413
9 H -2.2073 -4.5560 1.6714
10 O -1.3884 -2.9627 -0.0811
11 H -1.3706 -2.3444 -0.8116
12 H -2.2762 -3.3202 -0.0908